Entry 1:
DFT (the ωB97M-V functional and the def2-TZVPD basis) results for a single C13H14N2O3 molecule.

Computed properties:
* SMILES string: CCCNc1cc(N)cc2c1C(=O)C(O)=CC2=O
* HOMO level: -0.314 hartree

```
! wB97M-V def2-TZVPD RIJCOSX def2/J DEFGRID3
* xyz 0 1
C -0.07749 3.30490 -2.36808
C 0.40518 1.82148 -1.76488
C -0.42037 0.69945 -2.62947
N -0.03686 -0.73702 -2.35084
C 0.45761 -0.95400 -0.93792
C 2.05559 -1.38414 -0.69547
C 2.68342 -1.69221 0.81867
N 4.12236 -2.12635 1.05266
C 1.70164 -1.54401 2.12732
C 0.11022 -1.11878 1.93583
C -0.49720 -0.83778 0.40999
C -2.11376 -0.46747 0.32495
O -2.82895 -0.56942 -0.81884
C -2.98835 0.01044 1.66819
O -4.29154 0.65452 1.43186
C -2.39697 -0.25836 3.03303
C -0.89974 -0.96364 3.22989
O -0.48098 -1.37877 4.45797
H -1.18943 3.20076 -2.78824
H 0.58188 3.60843 -3.30265
H -0.12080 4.13909 -1.54707
H 0.10200 1.83739 -0.63191
H 1.58601 1.71477 -1.87298
H -0.14637 0.89711 -3.77450
H -1.56107 0.93894 -2.53011
H 0.78137 -0.93351 -2.98732
H 2.82620 -1.51706 -1.59529
H 4.56600 -1.59507 1.84122
H 4.08046 -3.13042 1.39723
H 2.07352 -1.73045 3.23349
H -5.06237 0.04192 1.65899
H -3.02120 0.06927 3.97430
*
```

=====

Entry 2:
DFT (the ωB97M-V functional and the def2-TZVPD basis) results for a molecular structure, C14H52FeN24O16VZn.

Computed properties:
* HOMO level (spin up / spin down): -0.571 / -0.543 hartree

```
! wB97M-V def2-TZVPD RIJCOSX def2/J DEFGRID3
* xyz 3 5
Zn -1.14437 -2.28285 0.72482
Fe -2.10708 0.47115 -1.89676
O 0.78023 -3.71946 4.12040
V 1.02075 -3.80121 2.56739
O 1.63342 -5.21476 2.13737
O -0.97379 -0.65708 -0.58355
C 0.24186 -0.06013 -0.24748
C 1.14106 -0.64136 0.89321
O 0.89144 -2.01341 1.25221
H 0.07673 0.99898 -0.00495
H 0.87840 0.05533 -1.13136
H 0.94412 -0.11340 1.82936
H 2.19025 -0.53227 0.61054
C 5.17439 2.00173 1.46880
O 3.98664 2.35674 1.61980
N 5.46126 0.69893 1.20134
N 6.24712 2.78522 1.60103
H 6.41630 0.39448 1.21570
H 4.68327 0.06813 1.15731
H 6.07462 3.68507 2.01900
H 7.16234 2.38252 1.54016
C 0.54484 3.49280 2.77923
O 0.00236 2.39212 2.54776
N -0.12502 4.58588 3.19782
N 1.80824 3.78535 2.39714
H -1.08963 4.57630 3.47613
H 0.27947 5.46715 2.94038
H 2.35858 3.09454 1.88868
H 2.28304 4.54756 2.84677
C -0.05986 -4.76365 -1.34333
O -0.70924 -3.78947 -0.90962
N 1.26111 -4.90321 -1.08190
N -0.53374 -5.70237 -2.18789
H 1.79547 -5.47397 -1.71215
H 1.65897 -4.19506 -0.48901
H -0.08694 -6.52447 -2.55401
H -1.53852 -5.71814 -2.26632
C -1.94032 -0.67565 3.46657
O -1.85357 -0.94158 2.24343
N -2.68948 -1.46149 4.28070
N -1.36901 0.36279 4.10256
H -2.75438 -1.24736 5.26036
H -2.89407 -2.36239 3.88049
H -0.93511 1.12121 3.58919
H -1.07071 0.12408 5.03907
C -1.38940 3.69489 -1.58058
O -1.58586 2.50085 -1.82790
N -1.14103 4.60160 -2.57001
N -1.61534 4.31503 -0.41822
H -0.79917 5.54005 -2.47529
H -1.23462 4.30902 -3.53025
H -1.79292 5.29528 -0.29511
H -2.01241 3.81938 0.36936
C 2.60191 2.59787 -1.97821
O 2.38925 2.50398 -3.18120
N 3.33694 1.72101 -1.23701
N 2.09091 3.59979 -1.18498
H 3.52223 0.82550 -1.64955
H 3.67183 2.02138 -0.33660
H 2.01626 3.39837 -0.20775
H 1.55980 4.30054 -1.67055
C -3.86146 1.43297 0.66292
O -3.48806 0.94328 -0.40737
N -5.14837 1.47693 1.09435
N -2.98926 1.98278 1.53151
H -5.82286 0.92279 0.59583
H -5.43262 2.09684 1.82909
H -3.25436 2.43601 2.38756
H -2.00907 1.73680 1.46282
C -4.33757 -2.42074 0.41779
O -3.10244 -2.37192 0.27613
N -4.97877 -1.94191 1.50515
N -5.12356 -2.91952 -0.54715
H -4.54085 -1.39885 2.22785
H -5.97778 -2.05556 1.49382
H -4.56098 -3.37637 -1.25192
H -6.02488 -3.34728 -0.41041
C -0.10871 0.00528 -4.45445
O -0.75772 0.40916 -3.45102
N 1.19661 0.26439 -4.54164
N -0.78522 -0.61585 -5.42908
H 1.78951 -0.04244 -5.29307
H 1.58355 0.78234 -3.75561
H -1.77640 -0.72965 -5.33091
H -0.30285 -1.19923 -6.09406
C 1.52302 0.23619 5.25298
O 0.65677 0.24751 6.11844
N 2.25404 -0.87400 4.95105
N 1.80151 1.32143 4.48079
H 2.23139 -1.65927 5.57619
H 2.84318 -0.82807 4.14081
H 1.21635 2.12391 4.62199
H 2.50714 1.34949 3.76737
C 4.05069 -1.49394 -2.44770
O 4.71894 -1.46282 -1.42336
N 4.51827 -1.70985 -3.71524
N 2.69350 -1.32108 -2.44860
H 5.51589 -1.70832 -3.85353
H 3.92681 -1.72279 -4.51968
H 2.28185 -1.08493 -3.33836
H 2.17551 -1.19880 -1.60089
C -3.24987 -2.15080 -3.43792
O -2.99943 -1.25537 -2.61725
N -4.02956 -1.88926 -4.50890
N -3.00251 -3.45000 -3.21669
H -4.48668 -2.55583 -5.10652
H -4.29513 -0.92831 -4.65351
H -2.38397 -3.60783 -2.42782
H -3.39334 -4.14536 -3.82429
*
```

=====

Entry 3:
DFT (the ωB97M-V functional and the def2-TZVPD basis) results for 2 unconnected molecules or ions with the total composition C6H9FN2.

Computed properties:
* SMILES string: CC(=C=N)[C@@H](C)C#N.F
* HOMO level: -0.320 hartree

```
! wB97M-V def2-TZVPD RIJCOSX def2/J DEFGRID3
* xyz 0 1
C 0.52936 -0.61472 1.47128
C 1.18775 0.87102 -0.84378
C -0.10529 -0.94457 0.29542
C 0.22705 -0.31102 -1.03925
C -1.38437 -1.69157 0.43518
C -1.00864 0.41170 -1.53655
N 1.35779 -0.68587 2.36480
N 1.85917 1.71816 -0.45313
F 2.55364 3.56447 0.89892
H 2.10792 3.01854 0.29768
H 0.57178 -0.94767 -1.81223
H -1.36786 -2.24449 1.44342
H -1.51191 -2.53602 -0.34827
H -2.37511 -1.25835 0.60914
H -1.01756 1.13022 -2.33611
H -1.57577 0.94606 -0.74935
H -1.72123 -0.40003 -1.77874
H 1.67327 -0.02587 3.08158
*
```

=====

Entry 4:
DFT (the ωB97M-V functional and the def2-TZVPD basis) results for a molecular structure, C14H21BiFeI2NO3S3.

Computed properties:
* HOMO level (spin up / spin down): -0.793 / -0.793 hartree

```
! wB97M-V def2-TZVPD RIJCOSX def2/J DEFGRID3
* xyz 4 6
I -3.41886 0.62971 -1.79335
I -3.17952 -2.15973 -0.52996
Bi -0.04247 -1.56720 0.75414
Fe -0.02359 0.77914 -0.05647
S -1.79025 0.51180 1.14109
S -0.28529 -0.56212 -1.76056
C 0.21801 2.11389 1.63581
C -2.08468 0.45629 3.15349
C 1.24706 -1.13153 -2.86211
C -2.97234 -0.77894 3.30071
C -0.79000 0.44336 3.92785
C -2.88735 1.74414 3.33368
C 0.85599 -2.53416 -3.31644
C 2.56374 -1.06991 -2.13040
C 1.20944 -0.16222 -4.03610
C 0.30033 -3.09883 3.23294
C 1.91014 -3.79313 0.44385
O 0.14563 3.28520 1.72109
O 0.16286 -3.69290 4.19091
O 2.50862 -4.67726 0.05215
H -2.43692 -1.72632 3.13853
H -3.77264 -0.75996 2.54588
H -3.44181 -0.81436 4.29998
H -0.22940 -0.49890 3.84222
H -1.01320 0.59323 4.99818
H -0.11275 1.25810 3.61855
H -2.30056 2.62674 3.04848
H -3.20662 1.84818 4.38205
H -3.78609 1.71064 2.70095
H 1.54483 -2.87484 -4.09995
H -0.15794 -2.51989 -3.73343
H 0.86556 -3.27235 -2.50552
H 3.37317 -1.35881 -2.82000
H 2.61046 -1.74159 -1.26575
H 2.78545 -0.05382 -1.77890
H 1.96218 -0.46152 -4.78058
H 1.41466 0.86657 -3.72089
H 0.21999 -0.19013 -4.50592
S 3.06545 3.16409 -1.84319
C 1.55918 3.56338 -2.60782
C 0.51011 2.88745 -2.02303
N 0.91876 2.14347 -0.90327
C 2.27608 2.12371 -0.73141
H 1.46600 4.26783 -3.41186
H -0.53699 2.88536 -2.32817
H 2.77562 1.59814 0.08252
*
```

=====

Number 1: largest force on an atom 8.6 eV Å⁻¹. Number 2: largest force on an atom 3.7 eV Å⁻¹. Number 3: largest force on an atom 3.9 eV Å⁻¹. Number 4: largest force on an atom 7.2 eV Å⁻¹.